175
Properties=species:S:1:pos:R:3:forces:R:3:lowdin_spin:R:1 method="wB97M-V/def2-TZVPD" gap_ha="0.281 / 0.076" multiplicity=2 e_lumo_ha="-0.1446 / -0.3503" s_squared=0.7557 total_energy_ev=-178645.58456 charge=+1
C -2.126798 0.200711 -5.127901 -0.6307 0.2342 -1.3205 0.000
O -2.071638 1.316193 -4.220717 1.8278 0.2818 0.4556 0.000
P -0.694958 2.161568 -4.175744 -0.1529 0.0851 -0.1311 0.000
O -0.726510 3.236457 -3.136947 0.3794 -1.5801 -1.4615 0.000
O 0.518175 1.059722 -4.056002 -0.3146 1.5629 -1.6420 0.000
C 0.593888 0.179369 -2.967773 -1.3258 -0.1795 0.7833 0.000
O -0.510656 2.606704 -5.732796 -1.0940 -1.7847 2.2565 0.000
C 0.657867 3.160758 -6.230982 0.8124 1.9623 -0.9431 0.000
H -2.595083 -0.691293 -4.711820 0.0240 0.3405 0.5141 0.000
H -1.177215 -0.083045 -5.581623 0.2191 0.1797 0.3972 0.000
H -2.745927 0.569807 -5.945550 -0.1053 -0.3359 -0.1081 0.000
H 1.455702 0.406795 -2.340357 -0.1776 0.1537 0.1900 0.000
H 0.621855 -0.874078 -3.246277 0.2019 0.0701 -0.4669 0.000
H -0.371601 0.318054 -2.481260 0.4015 -0.3780 1.0530 0.000
H 0.321863 4.116611 -6.632907 0.4287 0.3196 0.0397 0.000
H 1.106293 2.665339 -7.092137 -0.3209 -0.7639 0.2507 0.000
H 1.443229 3.353632 -5.500160 -0.1320 -0.1635 0.2352 0.000
C 0.456866 -2.940176 3.758111 -0.8463 0.1647 0.1173 0.000
O 1.674343 -3.655647 3.566800 2.1690 0.2302 0.2441 0.000
P 3.128927 -3.008212 3.882267 0.0404 -1.3860 1.1628 0.000
O 3.274522 -2.257461 5.166216 -0.2048 -1.0164 -1.8771 0.000
O 3.447415 -2.206639 2.558166 -0.8077 -0.2888 -0.5230 0.000
C 4.678397 -1.579772 2.308301 0.9705 0.0538 0.5120 0.001
O 4.175754 -4.301538 3.698257 -1.6783 4.3926 -2.0085 0.000
C 4.059044 -5.350392 4.516806 -0.0866 -3.3765 3.0999 0.000
H -0.109617 -2.955372 2.827001 0.3512 0.4589 -0.2102 0.000
H 0.633194 -1.936925 4.146050 -0.0804 0.0283 -0.2235 0.000
H -0.208751 -3.458178 4.448566 0.4535 -0.1896 0.3593 0.000
H 5.166383 -1.942926 1.403812 -0.4202 -0.2963 -0.2374 0.000
H 5.361535 -1.830983 3.119674 0.1999 0.4394 0.0570 0.000
H 4.538247 -0.502584 2.218239 -0.0791 0.0390 0.2731 0.001
H 4.868543 -5.418710 5.243541 0.3742 0.2813 -0.0537 0.000
H 4.062595 -6.319167 4.017242 -0.0001 0.1742 -0.5863 0.000
H 3.175508 -5.383492 5.154267 -0.3921 0.3707 -0.1780 0.000
C 1.305680 9.298746 2.939510 -0.2348 1.1082 -0.9700 0.000
O 1.250014 7.900730 2.735392 -0.5138 -1.8706 -0.2572 0.000
P -0.044275 7.174529 2.089318 -0.6779 -1.3781 0.8864 0.000
O -1.318951 7.923801 1.997669 1.5666 -0.2320 -0.6177 0.000
O -0.193064 5.903624 3.106181 1.3183 1.9246 -0.2766 0.000
C -1.037757 4.794494 2.882717 -0.4026 -0.4779 -1.1399 0.000
O 0.546900 6.498502 0.689455 -0.6668 0.7472 1.5720 0.000
C -0.195909 6.542226 -0.521236 -0.3648 0.4875 -1.2394 0.000
H 0.658052 9.688302 2.154060 -0.2842 0.8512 0.6665 0.000
H 2.286988 9.730836 2.743484 0.3444 -0.7279 -0.2449 0.000
H 1.094954 9.625570 3.957788 -0.6788 -0.4104 -0.0980 0.000
H -1.435203 4.866762 1.870332 -0.1873 -0.3463 -0.0509 0.000
H -1.895850 4.715600 3.550201 0.2252 0.5165 0.2455 0.000
H -0.448081 3.882718 2.977771 0.0491 0.0100 -0.0204 0.000
H -1.187236 6.992770 -0.472596 -0.0082 -0.1222 0.7149 0.000
H -0.292606 5.568264 -1.000970 0.0662 -0.3658 0.5518 0.000
H 0.304362 7.147533 -1.277172 0.4932 0.2129 0.2257 0.000
C 6.863379 -4.258270 -0.642636 0.0816 -0.4793 -0.1766 0.000
O 6.591296 -4.318406 -2.055722 -0.8006 2.3821 -1.6393 0.000
P 6.000293 -3.065706 -2.925085 0.5883 -0.9832 -0.6305 0.000
O 5.708464 -3.349579 -4.373403 0.2794 0.6571 2.9482 0.001
O 4.728429 -2.601742 -1.988560 1.3345 -0.0416 -0.4991 0.012
C 3.790451 -1.674649 -2.522758 -0.4493 -0.4903 -0.5669 0.010
O 7.110996 -1.884769 -2.716112 -0.6121 -2.0212 1.3854 0.000
C 7.176251 -0.718876 -3.487158 -0.4793 -0.1847 -0.7961 0.000
H 6.119610 -4.920945 -0.200174 0.1373 0.2812 0.3958 0.000
H 6.857748 -3.253404 -0.220368 -0.2699 0.0032 -0.1726 0.000
H 7.863912 -4.668823 -0.506730 -0.1103 -0.0381 0.0290 0.000
H 4.147502 -1.161065 -3.415419 0.1570 0.0328 -0.0104 0.001
H 3.461367 -0.955199 -1.772963 0.2326 -0.0502 0.2776 0.002
H 2.916604 -2.257959 -2.813022 -0.1810 0.2396 -0.1144 0.004
H 8.205487 -0.566114 -3.811883 -0.1350 0.0515 -0.0054 0.000
H 6.831037 0.128606 -2.894972 0.0371 0.1471 -0.0313 0.000
H 6.515462 -0.909133 -4.332889 0.2012 0.6684 -0.4207 0.000
C -5.778143 -1.788168 1.273843 0.2762 0.6187 -1.6504 0.000
O -6.583578 -2.838117 1.731608 -0.6719 -1.1201 2.0134 0.000
P -6.388632 -3.269372 3.301705 -0.7856 1.1842 0.1689 0.000
O -6.419619 -2.106814 4.224483 0.0308 -1.1048 -1.0197 0.000
O -7.491975 -4.406568 3.529165 2.4231 0.5787 -0.7687 0.000
C -8.835434 -4.074831 3.262810 -0.4430 0.6057 0.5327 0.000
O -5.079375 -4.126376 3.345704 -1.0279 -1.9437 0.0441 0.000
C -3.809927 -3.691551 3.039329 1.8323 2.2636 0.8792 0.000
H -5.603767 -0.965762 1.967623 0.1228 -0.3782 0.3200 0.000
H -6.288811 -1.366816 0.407941 -0.1699 0.1263 -0.0126 0.000
H -4.878644 -2.238843 0.854441 0.4404 0.3753 0.3329 0.000
H -9.213025 -4.793441 2.535397 -0.3318 0.0134 0.3985 0.000
H -8.937762 -3.063438 2.869488 0.0071 -0.0108 -0.1759 0.000
H -9.266550 -4.063462 4.263865 -0.8509 -0.3604 -0.4245 0.000
H -3.077887 -3.925332 3.812350 -0.2419 -0.9537 0.1639 0.000
H -3.788717 -2.610349 3.175911 0.0927 0.3495 -0.7472 0.000
H -3.375939 -3.968690 2.078624 -0.6414 -0.1999 -0.1537 0.000
C 4.428704 0.791740 5.265589 1.0686 -0.9839 1.1478 0.000
O 4.885111 1.774971 4.313834 -1.3791 0.5868 -1.2482 0.000
P 3.783375 2.555349 3.434516 -0.6463 1.1339 0.2156 0.000
O 2.682326 1.766266 2.769080 2.4620 1.1566 0.4108 0.002
O 4.673844 3.533487 2.423474 -1.1865 -2.9645 0.6282 0.000
C 5.921978 4.098548 2.818436 -0.3391 1.3284 -0.0031 0.000
O 3.232282 3.624822 4.499250 1.6617 -1.4002 0.1390 0.000
C 2.436966 4.730896 4.127531 -0.7237 -0.1903 -0.8372 0.000
H 4.877540 1.017521 6.232892 -0.2863 0.6487 0.0410 0.000
H 4.923335 -0.157744 5.060840 -0.4187 -0.0502 -0.6170 0.000
H 3.358344 0.634798 5.399011 0.0490 0.3533 -0.5428 0.000
H 5.646878 5.149331 2.909369 0.6484 0.2161 0.3047 0.000
H 6.633988 4.021492 1.996732 -0.0122 -0.2928 0.0672 0.000
H 6.347393 3.740929 3.756106 -0.2356 -0.2502 -0.1513 0.000
H 2.233400 4.622081 3.062255 -0.6710 0.2271 0.0256 0.000
H 2.933825 5.696283 4.223734 0.2018 -0.1961 0.4988 0.000
H 1.546445 4.637176 4.749056 -0.0658 0.5326 -0.3831 0.000
C -0.215891 2.425858 0.331063 -0.4104 0.3032 -0.7072 0.000
O -0.699469 1.436711 1.240122 -1.1201 -2.5962 -0.7700 0.000
P -1.195441 -0.089137 0.670799 -0.8324 0.9951 1.8060 0.000
O -1.772251 -0.995768 1.732687 1.6819 1.7444 -1.7711 0.000
O -2.288726 0.174152 -0.505556 1.9926 -0.2197 0.2160 0.000
C -2.641271 -1.004914 -1.280443 -0.5593 -0.9891 0.3655 0.000
O 0.146207 -0.608635 -0.074582 -1.0289 0.3117 -0.4329 0.000
C 1.388472 -0.617112 0.608318 0.1314 -0.3537 0.8260 0.000
H -0.973946 3.180002 0.119629 -0.4178 -0.2190 0.1083 0.000
H 0.035366 1.989194 -0.635525 0.2606 -0.0390 -0.0321 0.000
H 0.617006 2.998830 0.738593 0.2552 -0.5479 0.3627 0.000
H -2.617662 -0.880073 -2.363007 0.0733 0.7581 0.1917 0.000
H -3.644521 -1.314606 -0.987710 -0.0314 0.2369 -0.1427 0.000
H -2.009591 -1.871038 -1.083157 0.3468 0.1690 0.2270 0.000
H 1.214666 -0.873501 1.653377 0.2605 0.1432 0.0767 0.000
H 1.914400 0.336275 0.557763 -0.3075 0.3226 0.0357 0.000
H 2.049682 -1.380780 0.198782 -0.3255 -0.1722 -0.2425 0.000
O -3.723700 3.819435 0.528237 -0.6967 -0.3161 -1.7824 0.000
C -4.072425 4.068507 -0.623616 0.4813 0.1565 1.6128 0.000
O -4.882814 3.337947 -1.399250 0.1672 0.3167 -0.3476 0.000
C -5.305611 2.046040 -1.019786 0.2010 -1.8602 0.6053 0.000
C -5.348892 1.068036 -2.231703 0.3275 0.9736 0.8331 0.000
C -3.626738 5.336321 -1.305953 0.1924 -0.6743 -0.2217 0.000
H -6.246806 2.055677 -0.470097 -0.4271 0.5148 -0.5034 0.000
H -4.651286 1.637514 -0.249681 0.5228 0.1161 -0.1425 0.000
H -5.845134 1.555048 -3.071154 -0.2092 -0.2904 0.0093 0.000
H -5.829261 0.143539 -1.911341 -0.3180 0.1107 -0.1697 0.000
H -4.345888 0.776478 -2.543288 0.0814 0.2904 -0.0083 0.000
H -3.856802 5.318817 -2.371255 -0.2826 0.2576 0.1907 0.000
H -2.540125 5.342074 -1.220372 -0.0984 0.2153 0.1295 0.000
H -4.060665 6.169302 -0.752823 0.1035 0.1085 -0.2649 0.000
O -5.036205 -2.823478 -2.603325 -0.8021 -0.4361 0.4040 0.000
C -5.846324 -3.503576 -3.201813 1.3169 0.5888 -2.0161 0.000
O -6.483807 -4.569261 -2.737667 -0.4723 -0.0324 -0.0774 0.000
C -6.243347 -4.908291 -1.380177 -0.5562 -0.2793 2.1321 0.000
C -7.294103 -5.908019 -0.822343 0.2661 0.3086 -0.1819 0.000
C -6.017526 -3.330093 -4.741213 -0.3870 0.2013 0.7246 0.000
H -6.282841 -4.016518 -0.754645 -0.0185 0.1975 -0.1746 0.000
H -5.229644 -5.289682 -1.257500 0.0058 -0.1780 -0.2799 0.000
H -7.233741 -6.859890 -1.349969 -0.4396 0.1154 -0.1225 0.000
H -8.297136 -5.488540 -0.744492 -0.1467 0.0601 -1.0721 0.000
H -7.207433 -6.138717 0.239441 1.1325 0.0916 0.0990 0.000
H -5.735981 -4.264434 -5.226846 0.0555 0.0878 -0.0102 0.000
H -5.420725 -2.489537 -5.095351 0.3416 -0.2820 0.2765 0.000
H -7.022773 -3.072704 -5.074863 -0.2589 -0.3436 0.3953 0.000
O 0.038232 -3.471220 -1.805507 -0.1483 -1.0980 0.8181 0.000
C 0.625542 -4.291609 -1.112137 -0.6298 1.2949 -0.6265 0.000
O 0.065712 -5.142528 -0.226804 0.1461 -0.1505 -0.3376 0.000
C -1.376299 -5.310488 -0.069331 -0.6830 0.1070 -1.0455 0.000
C -2.098802 -5.936440 -1.318945 1.4315 0.4173 0.7774 0.000
C 2.143020 -4.313246 -1.161597 -0.4620 -0.5981 0.8717 0.000
H -1.824774 -4.382245 0.284692 0.1249 0.3497 -0.4783 0.000
H -1.538792 -5.992786 0.765047 0.6380 -0.1665 -0.0782 0.000
H -1.526233 -6.827586 -1.576105 -0.2926 -0.3566 0.1826 0.000
H -2.055922 -5.346187 -2.234295 -0.2753 0.4557 0.3519 0.000
H -3.117037 -6.187491 -1.021857 0.0769 -0.0390 -0.2066 0.000
H 2.490220 -4.494443 -2.178808 -0.0958 -0.1129 0.1000 0.000
H 2.520222 -5.053572 -0.456101 0.2235 -0.0146 -0.2282 0.000
H 2.492732 -3.329969 -0.847012 -0.0572 -0.0904 -0.0074 0.000
O 4.418224 1.465655 -2.565075 -0.2349 -0.7221 -1.2738 0.705
C 4.573592 1.941393 -1.460810 0.1331 3.1599 3.4552 0.075
O 4.421359 3.213874 -1.129440 1.1329 -1.9450 -0.9790 0.060
C 4.005050 4.184716 -2.114726 -2.5780 0.6970 -1.0176 0.006
C 2.504857 4.399182 -1.844092 1.1141 0.8094 -0.3864 0.003
C 5.002607 1.162548 -0.222386 0.5911 -1.4657 -1.0099 0.091
H 4.047229 3.847434 -3.150375 0.7086 -0.5084 0.1523 0.003
H 4.544295 5.129930 -2.052427 0.4220 -0.5005 0.6695 0.000
H 1.915362 3.544484 -2.175887 -0.1576 0.0494 0.3458 0.000
H 2.262439 5.255561 -2.473347 -0.4484 0.0051 -0.0253 0.002
H 2.372378 4.714037 -0.808991 -0.3390 -0.2876 0.0132 0.001
H 5.379674 0.177807 -0.498455 -0.1162 -0.1240 -0.1460 0.000
H 4.143977 1.007411 0.430905 -0.1392 0.5419 0.1600 0.007
H 5.856194 1.704212 0.185150 -0.3840 0.3424 0.2469 0.011